Entry 1:
ORCA calculation (the ωB97M-V functional and the def2-TZVPD basis) on a 6-piece molecular cluster, C32H74FN2O4P overall at a distorted geometry.

Structure (XYZ):
```
114
C32H74FN2O4P the ωB97M-V functional and the def2-TZVPD basis
P 0.59 -4.22 3.85
F -2.47 -6.06 2.71
O 1.70 -6.91 4.07
O -1.13 -2.28 4.60
O 2.23 -4.87 3.81
O -2.86 -5.60 4.78
N -2.38 -3.82 3.52
N 2.32 -6.18 3.38
C -1.10 -3.32 4.05
C 3.22 9.14 -6.04
C 0.01 2.64 -4.61
C 2.29 2.28 -7.57
C 1.54 -2.97 -0.34
C -2.07 0.13 1.06
C -4.58 1.44 2.40
C -0.20 2.04 -7.11
C -2.03 -6.20 8.33
C 0.07 1.52 1.16
C -0.93 0.66 1.93
C -2.97 1.19 0.44
C 1.84 -1.53 -3.09
C 2.94 -2.32 -2.39
C -0.30 3.12 -6.03
C 1.92 8.35 -5.98
C -3.22 -4.92 10.92
C 2.20 -1.98 0.61
C 2.77 6.36 -7.39
C -2.57 -5.20 3.73
C -3.49 -4.42 9.50
C 2.07 6.83 -6.11
C 2.00 6.73 -8.66
C -3.64 2.14 1.43
C 4.19 8.81 -4.91
C -3.38 -5.49 8.40
C 1.15 1.34 -7.20
C -0.96 1.58 -4.10
C -0.88 -5.27 8.00
C -4.21 -5.98 11.38
C 2.41 -3.44 -1.50
C 3.42 -2.55 1.33
H -0.73 -4.50 8.75
H 2.28 -0.77 -3.74
H -2.09 -6.96 7.55
H -3.74 0.69 -0.15
H 3.78 6.76 -7.45
H 1.22 -2.19 -3.71
H -1.99 1.95 -4.11
H 3.72 8.99 -7.01
H -0.40 -0.19 2.36
H 0.37 3.94 -6.27
H 0.13 -5.05 2.80
H 3.59 -2.77 -3.15
H 2.52 6.34 -9.54
H 2.87 5.27 -7.35
H 1.16 -2.95 3.62
H 2.49 -1.07 0.08
H 1.00 6.30 -8.65
H -1.82 -6.72 9.27
H -1.31 3.54 -6.05
H 3.15 -3.43 1.91
H 2.63 6.44 -5.25
H 3.73 9.00 -3.94
H 1.38 0.83 -6.27
H 4.21 -2.82 0.63
H -2.39 1.78 -0.28
H 1.20 -1.02 -2.37
H -2.88 2.70 1.99
H -3.28 -4.07 11.60
H -0.40 2.42 0.75
H 4.50 7.76 -4.94
H 2.98 10.21 -5.99
H 2.43 3.05 -6.81
H 1.08 6.38 -6.06
H -2.20 -5.31 11.00
H -0.98 1.29 -6.94
H 2.09 2.77 -8.53
H -4.16 -6.24 8.54
H 1.03 2.26 -4.55
H -5.06 2.16 3.06
H 1.92 7.81 -8.78
H 1.24 8.72 -6.76
H -0.71 1.30 -3.08
H 0.43 -4.68 5.18
H 0.87 1.85 1.82
H 0.51 0.95 0.34
H 0.05 -5.84 7.92
H -2.52 -3.53 2.56
H -2.68 -0.55 1.67
H 1.47 -1.67 1.37
H -2.81 -3.60 9.28
H 1.82 -4.14 -2.11
H 0.62 -2.52 -0.73
H 3.58 -1.64 -1.82
H 1.42 8.56 -5.03
H -4.16 -6.88 10.76
H 1.21 -3.85 0.24
H -3.59 -5.01 7.44
H 1.08 0.56 -7.97
H -4.50 -3.99 9.46
H 5.09 9.42 -4.99
H 3.25 -4.02 -1.12
H -0.04 3.50 -3.94
H -3.99 -6.28 12.41
H 3.23 1.73 -7.66
H -1.33 1.24 2.77
H -5.23 -5.60 11.35
H -5.37 0.91 1.86
H -1.07 -4.79 7.03
H -0.44 2.50 -8.07
H -4.20 2.89 0.87
H -1.65 -0.48 0.26
H -4.05 0.72 3.02
H 3.84 -1.81 2.01
H -0.92 0.67 -4.71
```

Properties
charge	0
multiplicity	1
HOMO	-0.365	Ha

Entry 2:
ORCA calculation (the ωB97M-V functional and the def2-TZVPD basis) on a 7-piece molecular cluster, C32H75BN7O6 overall at a distorted geometry.

Structure (XYZ):
```
121
C32H75BN7O6 the ωB97M-V functional and the def2-TZVPD basis
O -4.02 2.18 0.86
O -1.12 -2.16 7.14
O 2.08 -3.46 2.69
O 1.82 2.18 -6.47
O 4.57 5.16 -0.79
O -5.64 4.37 2.53
N 5.25 5.06 -3.00
N 2.33 -5.70 -8.43
N -5.00 3.70 4.65
N 0.32 -3.89 4.13
N -0.57 -2.59 9.34
N -5.41 2.01 -0.98
N 2.19 -0.08 -6.10
C 2.19 -1.18 -5.16
C 1.48 -4.70 -2.14
C 1.73 4.55 1.52
C -6.29 3.07 -0.53
C 0.97 -0.83 -0.85
C 6.09 4.43 -3.99
C 2.06 -4.70 -3.70
C -5.71 1.35 -2.24
C 2.57 -0.33 -7.48
C 1.33 -6.09 -7.36
C 0.23 -0.10 0.43
C -1.16 3.78 0.61
C 1.84 1.20 -5.73
C -5.02 3.62 3.28
C -0.56 -2.93 3.48
C 0.66 -3.32 -1.79
C 4.36 6.12 -3.41
C -0.83 -1.77 8.27
C -0.18 -4.63 5.27
C -4.33 1.66 -0.21
C -4.23 2.77 5.46
C 5.26 4.67 -1.67
C 1.59 -4.06 3.64
C -5.77 4.73 5.31
C -0.13 4.37 -0.52
C -0.59 1.20 -0.22
C -0.24 -2.06 10.65
C 1.15 -4.97 -6.17
C -0.93 2.22 1.03
C 1.45 4.37 -0.09
C -0.62 -4.03 9.17
C 1.36 -2.40 -0.59
B 1.14 -5.71 -4.67
H -0.46 -3.93 6.05
H 0.60 -2.68 -2.78
H -5.70 2.09 -3.04
H -1.54 -2.91 3.98
H -0.23 -0.97 10.64
H 4.60 7.03 -2.85
H -0.47 -0.86 0.98
H 0.59 -5.31 5.65
H 0.17 -0.82 -1.73
H -1.97 1.84 1.49
H 1.88 -0.84 -4.17
H 5.46 3.99 -4.77
H 2.03 -3.62 -4.14
H 1.92 -0.23 -1.25
H -3.51 3.34 6.05
H 0.75 -2.42 10.94
H 0.10 -4.32 8.40
H -0.47 -3.56 -1.50
H 2.47 -4.65 -8.46
H -1.62 -4.31 8.83
H -4.39 2.80 2.88
H 1.94 5.32 -0.61
H -5.66 4.66 6.40
H 1.57 1.28 -4.66
H -0.39 -4.54 10.10
H 1.63 5.69 1.85
H 3.19 -5.03 -3.70
H -1.07 4.45 1.58
H -0.76 -0.70 8.51
H -0.46 5.47 -0.82
H 6.71 3.65 -3.54
H 3.23 -6.20 -8.25
H -6.71 2.79 0.45
H 1.63 -6.80 -4.72
H -5.43 5.71 4.97
H -5.71 3.99 -0.42
H 2.18 -4.81 4.21
H -0.24 3.74 -1.52
H -0.69 -3.22 2.43
H -6.83 4.61 5.04
H -7.10 3.23 -1.24
H 1.70 -7.11 -6.88
H 1.12 3.84 2.22
H -1.57 0.72 -0.70
H -6.70 0.89 -2.17
H 0.71 -5.60 -2.10
H 2.88 4.28 1.70
H -0.10 -1.94 3.52
H 6.74 5.19 -4.43
H -0.98 -2.41 11.37
H 2.33 -4.97 -1.38
H 0.12 1.64 -1.04
H -4.91 2.24 6.13
H 2.07 3.44 -0.52
H 5.97 3.85 -1.47
H 1.74 -0.05 -8.13
H 0.25 -6.24 -7.85
H 1.08 0.24 1.17
H -0.15 2.08 1.92
H 3.20 -1.60 -5.11
H -3.70 2.05 4.84
H 4.46 6.31 -4.48
H 3.33 5.83 -3.18
H 3.44 0.29 -7.73
H 1.49 -1.94 -5.52
H 2.04 -4.19 -6.25
H 0.03 -5.84 -4.27
H -2.28 3.94 0.22
H 1.05 -2.81 0.47
H -3.73 0.85 -0.65
H 0.15 -4.35 -6.32
H 2.82 -1.39 -7.62
H -1.05 -5.21 4.96
H 2.53 -2.56 -0.74
H -4.97 0.57 -2.46
```

Properties
charge	-1
multiplicity	1
HOMO	-0.156	Ha

Entry 3:
ORCA calculation (the ωB97M-V functional and the def2-TZVPD basis) on a 10-piece molecular cluster, C32H76N8O12 overall at a distorted geometry.

Structure (XYZ):
```
128
C32H76N8O12 the ωB97M-V functional and the def2-TZVPD basis
O 0.38 11.21 -4.11
O -0.21 5.22 -8.26
O 1.96 6.01 -9.96
O 2.35 9.30 -6.53
O -2.14 8.80 -9.39
O -4.75 9.74 -12.37
O -4.81 15.51 -7.07
O -2.21 7.55 -13.62
O -3.77 10.86 -4.84
O -6.12 4.92 -11.10
O -4.86 2.93 -6.05
O -7.90 12.07 -9.30
N -7.12 4.49 -9.12
N -3.70 14.24 -8.57
N -5.96 11.39 -4.84
N -9.93 11.99 -10.27
N -3.76 1.81 -7.68
N -4.27 9.41 -9.54
N -0.43 12.41 -5.83
N 2.03 8.71 -8.68
C -1.08 12.54 -7.10
C 1.02 9.70 -8.96
C -7.16 4.28 -7.69
C -2.63 3.68 -6.62
C -0.23 11.24 -5.16
C -4.28 13.15 -4.48
C -5.81 10.44 -12.98
C -4.84 0.88 -7.89
C 0.72 5.61 -10.48
C 3.03 5.74 -10.85
C -4.64 11.70 -4.71
C -11.38 11.88 -10.25
C -0.40 5.86 -9.49
C -3.93 15.40 -7.92
C 3.79 7.61 -7.43
C -3.93 9.09 -13.29
C -9.57 10.98 -8.05
C -2.89 8.26 -12.58
C -6.02 4.67 -9.91
C -3.85 2.77 -6.73
C -0.95 7.12 -13.23
C -4.62 13.13 -8.49
C 2.68 8.64 -7.50
C -0.81 10.00 -5.80
C -3.48 8.11 -7.55
C -9.07 11.72 -9.25
C -0.09 6.09 -7.14
C -6.39 10.03 -5.07
C -3.08 16.58 -8.34
C -3.25 8.85 -8.87
C -5.67 9.36 -9.21
C -4.71 4.62 -9.18
H -6.36 9.78 -13.66
H -10.49 10.41 -8.16
H 4.46 7.73 -8.28
H 1.14 10.52 -8.25
H 0.51 6.19 -11.41
H -2.15 8.89 -12.07
H -0.59 6.93 -9.39
H -4.63 5.51 -8.54
H -6.29 9.46 -10.10
H -9.71 11.69 -7.23
H -1.54 10.25 -6.56
H -2.16 12.35 -7.09
H -1.31 5.48 -10.00
H -6.55 3.43 -7.38
H -0.29 7.98 -13.02
H 3.37 6.61 -7.57
H 0.80 6.73 -7.21
H 1.04 10.02 -10.00
H -11.73 11.11 -10.94
H -6.07 9.65 -6.04
H -0.08 5.45 -6.27
H 3.95 5.98 -10.31
H 0.09 13.19 -5.46
H -0.97 13.56 -7.48
H -2.96 4.67 -6.94
H -11.85 12.81 -10.55
H -4.50 8.44 -13.97
H -1.00 6.49 -12.34
H -2.90 7.20 -7.70
H -4.00 9.74 -10.46
H 0.02 9.32 -8.72
H -1.31 9.46 -4.99
H -5.96 10.13 -8.49
H -7.98 4.64 -9.62
H -6.49 10.78 -12.20
H -3.86 4.67 -9.85
H 0.71 4.57 -10.84
H -4.52 7.85 -7.35
H -0.65 11.90 -7.88
H 3.04 4.69 -11.14
H -6.63 12.07 -4.52
H -3.11 8.68 -6.70
H -2.12 16.59 -7.82
H -0.98 6.73 -7.06
H 3.00 6.44 -11.69
H -6.06 9.33 -4.30
H -2.83 14.09 -9.06
H -5.77 1.38 -8.13
H -2.35 3.82 -5.57
H -3.56 13.15 -3.66
H -4.59 0.29 -8.77
H -4.95 0.20 -7.05
H -5.15 13.76 -4.25
H -4.63 3.69 -8.61
H -3.41 9.78 -13.97
H 2.34 8.11 -9.42
H -5.92 8.38 -8.80
H -6.74 5.14 -7.15
H -5.00 13.04 -7.47
H -3.58 17.51 -8.10
H -5.44 11.28 -13.58
H -3.90 13.56 -5.41
H -1.76 3.37 -7.19
H -11.72 11.63 -9.25
H -4.16 12.18 -8.76
H 4.31 7.68 -6.49
H -0.52 6.53 -14.04
H -2.91 1.72 -8.19
H -9.50 12.52 -11.01
H -2.91 16.59 -9.42
H -8.18 4.08 -7.37
H -3.33 7.53 -11.90
H -7.48 10.01 -5.02
H -0.09 9.28 -6.18
H -5.47 13.32 -9.15
H -8.77 10.32 -7.73
```

Properties
charge	0
multiplicity	1
HOMO	-0.320	Ha

Entry 4:
ORCA calculation (the ωB97M-V functional and the def2-TZVPD basis) on a 3-piece molecular cluster, C32H77N7O6P2S2 overall at a distorted geometry.

Structure (XYZ):
```
126
C32H77N7O6P2S2 the ωB97M-V functional and the def2-TZVPD basis
S -3.98 2.89 3.60
S -6.68 2.28 2.31
P -0.01 3.07 -4.54
P 1.92 -6.21 -0.31
O 3.32 4.27 0.16
O 1.79 -4.67 -0.25
O 0.67 -0.76 -0.96
O -0.43 3.47 -3.11
O 2.12 0.98 -0.25
O 0.21 -0.32 2.61
N 2.07 -7.98 -0.39
N -4.46 0.24 2.59
N 1.64 2.96 -4.12
N 3.62 -6.22 -0.30
N -0.44 4.56 -5.25
N 1.22 -6.42 1.23
N 0.48 2.62 -6.19
C 4.80 5.24 2.09
C 1.84 2.51 -6.71
C 1.43 -8.49 -1.60
C 1.75 -5.77 2.41
C 4.29 -5.12 -1.00
C 3.76 2.87 0.18
C -0.35 1.23 0.18
C 2.36 4.07 -3.51
C 0.85 0.63 3.55
C 1.93 -1.37 -1.43
C -4.95 1.68 2.82
C 1.83 -8.93 0.70
C 1.95 1.74 -3.37
C 3.32 4.88 1.49
C -1.78 0.55 -0.25
C 2.63 1.83 0.84
C 0.93 0.20 0.16
C -0.29 1.45 -6.63
C -3.69 -1.67 4.28
C -4.70 -0.44 3.92
C -8.24 4.74 2.11
C -0.24 -6.25 1.21
C -7.79 5.72 0.86
C 0.47 5.57 -5.77
C -6.88 4.11 2.82
C -2.53 -1.10 5.30
C 1.12 -0.70 1.51
C -1.23 -2.10 5.41
C -3.00 0.24 2.18
C -1.61 5.24 -4.69
C 4.48 -6.66 0.78
C -2.93 1.13 0.77
H 4.97 6.42 2.10
H 2.79 -6.01 2.58
H 4.82 4.89 3.23
H 1.62 -2.40 -1.96
H 1.84 2.51 1.35
H 2.23 -9.92 0.44
H 4.32 -4.22 -0.38
H 1.83 2.44 -7.80
H 4.12 -7.56 1.28
H 1.48 1.75 -2.38
H -0.05 6.21 -6.49
H 2.72 5.91 1.40
H -0.11 2.09 -0.61
H -1.35 1.58 -6.40
H 5.69 4.69 1.57
H 1.23 -6.12 3.31
H -8.97 5.26 2.88
H 1.58 0.86 -3.92
H 0.85 6.22 -4.98
H -8.80 3.80 1.64
H -3.28 -2.27 3.37
H 2.34 -8.65 1.63
H -3.02 -1.09 6.39
H -7.55 6.77 1.32
H -6.86 4.26 3.99
H 5.32 -5.38 -1.28
H -1.36 5.78 -3.77
H -2.24 0.04 5.10
H 1.98 4.32 -2.51
H -0.68 -6.89 0.44
H -2.05 5.95 -5.40
H 4.62 -5.88 1.54
H -0.58 -2.05 4.44
H 4.81 2.69 0.67
H 1.74 -7.89 -2.47
H 0.05 0.54 -6.12
H -2.60 -0.84 1.86
H 0.66 1.73 3.18
H 2.76 4.25 2.31
H 1.65 -4.68 2.36
H -0.69 -6.55 2.16
H 0.76 -9.04 0.92
H 2.45 3.38 -6.48
H -5.79 -0.91 3.85
H 3.87 2.53 -0.96
H 3.03 1.60 -3.25
H -0.21 1.30 -7.71
H -2.40 4.52 -4.45
H 0.34 -8.44 -1.52
H -1.81 -0.62 -0.18
H -0.52 -5.21 0.99
H -0.54 -1.89 6.35
H -6.86 5.20 0.35
H 3.43 3.84 -3.42
H -1.63 -3.21 5.57
H 3.22 1.23 1.68
H -4.33 -2.45 4.93
H 2.25 -0.73 1.88
H 1.31 5.15 -6.31
H 0.33 0.50 4.61
H -4.78 0.38 4.78
H 2.44 -0.73 -2.27
H 2.68 -1.67 -0.58
H 2.35 1.62 -6.32
H 5.47 -6.93 0.40
H 2.01 0.40 3.74
H -0.45 1.81 1.22
H -3.98 0.99 0.22
H -2.03 0.92 -1.34
H -5.96 4.67 2.35
H -2.27 0.62 3.00
H 1.73 -9.53 -1.82
H -2.85 2.28 0.99
H 2.32 4.97 -4.12
H 0.85 -1.83 1.25
H 3.77 -4.88 -1.93
H -8.67 5.78 0.09
```

Properties
charge	0
multiplicity	1
HOMO	-0.286	Ha